This record from the Open Molecules 2025 dataset describes a 2-piece molecular cluster, C6H6BrFN overall at a distorted geometry. The level of theory is ωB97M-V/def2-TZVPD.

Computed properties:
* Kohn-Sham gap (alpha / beta): 8.464 / 8.465 eV
* energy relative to the best compared isomer or geometry (same formula, charge and spin): 62.7 kcal per mole
* total charge: +1

Last columns: bonded neighbours and bond lengths (Å).
CARTESIAN COORDINATES (ANGSTROEM)
1 H 1.873 1.537 -1.596  C6 1.066
2 H -0.747 -1.697 1.118  C5 1.086
3 C -1.850 0.525 0.606  N4 1.385, Br10 1.932, F15 1.302
4 N -0.566 0.272 0.152  C3 1.385, C5 1.387, C9 1.305
5 C -0.157 -0.998 0.532  H2 1.086, N4 1.387, C12 1.353
6 C 1.392 0.769 -1.036  H1 1.066, C9 1.360, C14 1.386
7 H 2.844 -0.749 -0.972  C14 1.031
8 H 1.303 -2.382 0.239  C12 1.110
9 C 0.203 1.120 -0.475  N4 1.305, C6 1.360, H11 1.129
10 Br -3.211 -0.641 -0.116  C3 1.932
11 H -0.103 2.175 -0.733  C9 1.129
12 C 1.096 -1.298 0.120  C5 1.353, H8 1.110, C14 1.404
13 H -1.655 0.113 2.358  no bonds
14 C 1.879 -0.490 -0.720  C6 1.386, H7 1.031, C12 1.404
15 F -2.299 1.744 0.521  C3 1.302